Record 1
Here is C4H5NdO2 as an isolated structure from the OMol25 dataset. Energies are from the ωB97M-V functional and the def2-TZVPD basis.

Each line ends with the Löwdin charge.
Atoms and positions in Å:
C: 1.257 3.306 -0.056  -0.15
C: -0.063 2.650 0.266  0.10
C: -0.223 1.405 0.581  0.27
C: -0.406 0.041 0.771  -0.09
O: -0.821 -0.700 -0.157  -0.05
Nd: -2.376 -2.936 -0.668  1.97
H: 1.864 3.407 0.856  0.19
H: 1.031 4.317 -0.436  0.16
H: -0.852 3.265 0.770  0.22
H: -0.147 -0.392 1.748  0.17
O: 1.893 2.515 -1.027  0.06
H: 2.619 3.014 -1.415  0.14

Calculated values
LUMO energy (spin up / spin down) (eV): -15.60 / -15.03
ΔE to the lowest compared entry with this formula, charge and spin (kcal/mol): 65.00
Orbital gap (spin up / spin down) (eV): 5.09 / 6.47
Net charge: +3
Highest occupied orbital energy (spin up / spin down) (eV): -20.688 / -21.507
Multiplicity: 5
Expectation value of S²: 6.164



Record 2
Here is C4H5NdO2 as an isolated structure from the OMol25 dataset. Energies are from the ωB97M-V functional and the def2-TZVPD basis.

Each line ends with the Löwdin charge.
Atoms and positions in Å:
H: 0.207 0.657 2.178  0.20
C: -0.230 0.587 1.040  0.05
C: 0.871 1.296 0.756  -0.27
O: 1.900 1.442 0.188  -0.04
Nd: 4.024 3.205 -0.360  1.96
H: -1.196 1.091 0.957  0.12
O: -1.313 -0.823 -2.142  0.33
C: -1.019 -1.110 -0.990  -0.05
C: -0.753 -1.911 0.009  0.19
H: -1.195 0.120 -2.395  0.21
H: 0.277 -2.266 0.131  0.15
H: -1.573 -2.286 0.628  0.16

Calculated values
LUMO energy (spin up / spin down) (eV): -12.43 / -12.29
ΔE to the lowest compared entry with this formula, charge and spin (kcal/mol): 106.11
Orbital gap (spin up / spin down) (eV): 7.73 / 7.88
Net charge: +3
Highest occupied orbital energy (spin up / spin down) (eV): -20.167 / -20.173
Multiplicity: 5
Expectation value of S²: 6.003



Record order is preserved below.
E: -865.94504, -865.87952 hartree